Formula: C3H14NO2
Source: OMol25
Level of theory: ωB97M-V/def2-TZVPD

Element x y z (Å)
1 C -1.082 -0.357 -0.188
2 C -1.357 0.404 1.092
3 C -2.738 1.107 0.927
4 N 0.372 -0.940 -0.170
5 H -1.650 -1.287 -0.216
6 H -1.226 0.266 -1.063
7 H -0.654 1.242 1.132
8 H -1.276 -0.206 1.985
9 H -2.672 1.994 0.302
10 H -3.434 0.481 0.354
11 H -3.188 1.207 1.908
12 H 0.997 -0.250 0.250
13 H 0.327 -1.851 0.259
14 H 0.583 -1.031 -1.160
15 H 3.269 -0.336 -3.140
16 H 2.639 -1.687 -3.273
17 O 2.635 -0.917 -2.716
18 H 3.547 0.486 1.143
19 H 2.329 1.195 1.593
20 O 2.578 0.480 0.979

## Properties
Kohn-Sham gap ... 12.181 eV
ΔE to the lowest compared entry with this formula, charge and spin ... 71.1 kJ/mol
E_LUMO ... -2.9960 eV
Total charge ... +1
Strongest force on any atom ... 0.05527 hartree/bohr